(1)
The following is a DFT calculation (ωB97M-V/def2-TZVPD) of a molecular structure, C22H23BrCsN7O2S2.

The relative energy (zero: lowest compared OMol25 entry of this formula, charge and spin) comes out at 17.31 kJ/mol. The HOMO-LUMO gap is 6.823 eV. As for the highest occupied orbital energy: -6.84 eV. For the calculated total energy, the calculation gives -129973.108 eV. Its multiplicity is 1.

```
58
Properties=species:S:1:pos:R:3:forces:R:3
Cs -2.0761 -1.0951 0.0551 -0.07 -0.04 -0.06
C 1.2175 0.8770 -3.7840 0.05 0.02 -0.04
C 0.6716 -0.4889 -3.6232 0.14 -0.03 0.02
N 1.3598 -1.5857 -3.6514 -0.06 0.04 0.03
N 0.4278 -2.5643 -3.4358 -0.04 -0.11 -0.06
C -0.8241 -2.1133 -3.2897 -0.07 0.16 0.07
S -2.2302 -2.9892 -3.0175 0.11 0.01 0.02
N -0.6628 -0.7596 -3.4139 -0.06 -0.09 -0.06
N -1.6863 0.1611 -3.2421 -0.10 0.09 0.05
H 2.2764 0.8042 -4.0179 0.00 -0.01 0.00
H 1.0840 1.4462 -2.8640 -0.01 -0.02 -0.05
H 0.7107 1.4030 -4.5944 -0.01 0.01 0.00
H 0.6895 -3.5334 -3.4152 0.04 0.01 -0.01
H -1.3632 0.8398 -2.5435 0.05 0.00 -0.05
H -1.9102 0.5994 -4.1268 0.01 -0.06 -0.02
Br -0.3848 8.6013 2.6602 0.00 0.01 0.00
C 0.9348 7.2445 2.5516 -0.02 -0.01 0.01
C 0.6860 6.0087 3.1296 0.01 -0.03 0.01
C 1.6405 5.0106 3.0394 0.02 0.00 -0.01
C 2.8402 5.2530 2.3777 0.04 -0.01 -0.04
C 3.0961 6.5088 1.8456 -0.03 0.02 -0.01
C 2.1335 7.5058 1.9125 0.02 -0.01 -0.01
N 3.9056 4.2923 2.3769 0.01 0.01 0.05
N 3.7708 3.1374 1.9442 -0.11 -0.07 -0.02
C 2.6241 2.6771 1.2412 0.11 0.15 0.00
C 1.9131 3.4199 0.3200 -0.03 -0.07 0.03
C 0.8920 2.8624 -0.4426 0.04 -0.02 -0.11
C 0.5216 1.5105 -0.3427 0.07 0.10 0.07
O -0.4010 0.9853 -1.0513 -0.03 0.02 0.24
C 1.2820 0.7118 0.6175 -0.02 0.12 0.06
N 0.9354 -0.5924 0.7558 -0.10 -0.04 -0.04
C 1.6103 -1.3406 1.5913 0.02 -0.10 0.05
C 2.6866 -0.8703 2.3635 0.01 0.08 -0.03
C 3.0370 0.4453 2.2585 -0.01 0.02 -0.02
C 2.3274 1.2924 1.3737 0.02 -0.14 -0.03
H -0.2491 5.8271 3.6411 0.00 0.01 0.00
H 1.4561 4.0357 3.4717 -0.01 0.01 0.01
H 4.0501 6.6991 1.3708 0.00 -0.01 0.01
H 2.3212 8.4788 1.4802 -0.01 0.00 0.01
H 2.1720 4.4579 0.1639 -0.04 0.01 -0.03
H 0.3610 3.4744 -1.1620 -0.01 0.00 0.01
H 1.2999 -2.3790 1.6741 0.01 0.00 0.00
H 3.2138 -1.5431 3.0263 0.00 0.00 0.00
H 3.8533 0.8614 2.8333 0.00 -0.01 0.00
O -3.4264 -3.7859 0.9833 0.17 0.11 0.00
S -2.6348 -4.8082 0.2150 -0.19 -0.12 -0.06
C -2.7970 -6.3583 1.1403 0.02 0.06 0.06
C -4.2218 -6.8250 0.8940 -0.02 -0.02 0.02
C -4.3945 -6.7428 -0.6203 0.03 0.00 -0.02
C -3.7788 -5.4159 -1.0775 0.06 -0.03 -0.01
H -2.5495 -6.1342 2.1767 0.00 -0.01 0.00
H -2.0599 -7.0549 0.7320 -0.01 0.00 0.00
H -4.9136 -6.1487 1.3992 0.00 0.00 0.00
H -4.3919 -7.8322 1.2750 0.00 0.00 0.01
H -5.4385 -6.8138 -0.9236 0.00 0.01 0.01
H -3.8625 -7.5740 -1.0881 -0.01 0.00 -0.01
H -4.5068 -4.6076 -1.1440 0.01 0.01 -0.01
H -3.2379 -5.4759 -2.0195 0.00 0.00 -0.01
```
Forces are in eV/Å.

(2)
The following is a DFT calculation (ωB97M-V/def2-TZVPD) of a single C22H23F2N3O6S molecule.

The relative energy (zero: lowest compared OMol25 entry of this formula, charge and spin) comes out at 174.39 kJ/mol. The HOMO-LUMO gap is 9.298 eV. As for the highest occupied orbital energy: -9.11 eV. For the calculated total energy, the calculation gives -56214.297 eV. Its multiplicity is 1.

```
57
Properties=species:S:1:pos:R:3:forces:R:3
O 0.8395 3.6249 1.7114 0.04 0.35 -0.04
C 1.3094 2.5401 1.9726 0.46 -0.17 0.08
C 2.7930 2.3279 2.2928 0.09 0.58 0.01
O 3.1899 1.1175 1.6618 -0.11 -0.20 0.16
C 4.2730 1.1317 0.8572 0.31 0.24 -0.02
O 5.0952 2.0080 0.8592 -0.08 -0.16 0.04
C 4.2724 -0.0495 -0.0397 -0.03 -0.33 -0.31
C 5.4656 -0.5448 -0.5550 -0.10 0.18 0.15
C 5.4257 -1.5889 -1.4620 -0.04 0.04 0.04
C 4.2162 -2.1177 -1.8768 -0.29 0.01 0.01
C 3.0161 -1.6162 -1.3712 0.52 0.51 0.43
N 1.8005 -2.1502 -1.7816 -0.93 0.06 -0.23
S 0.2726 -1.4704 -1.6234 0.11 -0.57 -0.01
O -0.4674 -1.9153 -2.7642 0.02 -0.25 0.06
O 0.3728 -0.0642 -1.3807 0.28 -0.08 0.18
C -0.3828 -2.2827 -0.1716 0.20 0.14 -0.50
C -1.7364 -2.5517 -0.1418 -0.05 0.01 -0.13
C -2.3026 -3.0899 1.0003 0.24 0.04 0.15
C -1.4984 -3.3491 2.0963 0.03 0.03 -0.12
F -2.0403 -3.8662 3.2056 0.17 0.06 -0.06
C -0.1328 -3.0874 2.0482 0.04 0.05 -0.25
F 0.6447 -3.3522 3.1077 -0.17 0.00 -0.02
C 0.4342 -2.5490 0.9076 -0.10 -0.19 0.29
C 3.0534 -0.5911 -0.4338 0.27 0.06 0.05
N 0.6140 1.3775 2.0150 -0.13 -0.44 0.05
C -0.6762 1.0634 1.4950 0.30 0.04 0.46
O -0.9954 -0.1064 1.5082 -0.11 -0.07 0.02
N -1.3831 2.1236 1.1038 -0.05 0.67 -0.11
C -2.5450 2.1093 0.2221 0.02 -0.36 -0.22
C -3.4407 0.8919 0.4345 -0.23 0.21 0.00
C -4.6378 0.9508 -0.5095 0.19 -0.17 -0.05
C -4.1661 0.9973 -1.9593 -0.22 0.30 0.05
C -3.2798 2.2177 -2.1820 0.16 -0.22 -0.05
C -2.0825 2.1878 -1.2375 -0.26 0.20 0.05
H 2.9328 2.2400 3.3760 0.00 -0.01 -0.14
H 3.3881 3.1670 1.9196 -0.23 -0.13 0.09
H 6.4003 -0.1060 -0.2444 0.10 0.05 0.01
H 6.3440 -1.9872 -1.8654 0.07 -0.04 -0.03
H 4.1936 -2.9170 -2.6031 0.02 -0.10 -0.09
H 1.8393 -2.8226 -2.5303 -0.19 -0.08 -0.09
H -2.3302 -2.3343 -1.0147 -0.17 -0.02 -0.07
H -3.3589 -3.2968 1.0637 -0.09 -0.05 0.01
H 1.4905 -2.3359 0.8831 0.17 -0.03 0.09
H 2.1317 -0.1729 -0.0680 0.05 0.05 0.12
H 1.1337 0.5445 2.2663 -0.19 0.11 -0.14
H -0.8843 3.0097 1.1387 0.01 -0.19 0.11
H -3.1159 3.0152 0.4666 0.02 -0.11 -0.04
H -3.7733 0.8613 1.4737 0.06 -0.09 0.05
H -2.8668 -0.0130 0.2397 -0.05 0.01 0.05
H -5.2714 0.0767 -0.3482 -0.07 0.03 0.05
H -5.2347 1.8403 -0.2936 -0.11 0.03 0.01
H -5.0262 1.0335 -2.6310 0.02 -0.09 -0.05
H -3.5951 0.0949 -2.1878 0.01 -0.11 -0.06
H -2.9278 2.2408 -3.2144 -0.03 0.10 -0.03
H -3.8620 3.1258 -2.0044 -0.04 0.07 -0.06
H -1.4764 3.0862 -1.3766 0.09 -0.02 0.01
H -1.4523 1.3233 -1.4545 -0.01 0.04 0.03
```
Forces are in eV/Å.

(3)
The following is a DFT calculation (ωB97M-V/def2-TZVPD) of a molecular structure, C22H23F4N3OTl.

The relative energy (zero: lowest compared OMol25 entry of this formula, charge and spin) comes out at 19.23 kJ/mol. The HOMO-LUMO gap is 7.188 eV. As for the highest occupied orbital energy: -10.35 eV. For the calculated total energy, the calculation gives -45260.812 eV. Its multiplicity is 1. Its total charge is +1.

```
54
Properties=species:S:1:pos:R:3:forces:R:3
Tl -0.6178 -0.0469 0.0888 0.54 0.22 -0.28
C 0.2753 -1.4856 -2.6877 0.01 0.02 -0.01
N 0.0498 -0.0929 -2.2713 -0.20 0.09 -0.13
C -0.9233 0.5364 -3.1706 0.06 0.00 0.01
C 1.3039 0.6793 -2.2589 0.06 0.02 -0.04
C 2.2498 0.2560 -1.1497 0.04 0.14 0.20
N 1.5717 0.3612 0.1383 0.07 -0.19 0.15
C 2.2057 -0.0342 1.2990 0.04 0.22 -0.26
C 1.5331 0.1164 2.5212 -0.08 -0.06 0.04
F 0.2682 0.6393 2.4913 -0.01 0.04 0.03
C 2.0476 -0.2600 3.7388 0.03 0.01 0.02
F 1.2923 -0.0971 4.8278 -0.01 0.02 0.03
C 3.3181 -0.7892 3.8405 -0.01 0.01 0.06
C 4.0212 -0.9241 2.6638 0.05 -0.03 -0.06
F 5.2585 -1.4250 2.6860 -0.02 0.01 0.01
C 3.4956 -0.5685 1.4329 0.07 -0.03 -0.03
F 4.2787 -0.7573 0.3516 -0.02 0.01 -0.02
H 0.6315 -1.5219 -3.7229 0.02 0.00 0.01
H -0.6545 -2.0475 -2.6089 -0.01 0.01 0.00
H 1.0105 -1.9604 -2.0427 -0.01 0.00 0.01
H -0.5304 0.6173 -4.1897 -0.01 -0.01 -0.01
H -1.1625 1.5408 -2.8151 0.03 0.01 -0.02
H -1.8317 -0.0680 -3.2086 0.03 -0.02 -0.02
H 1.0349 1.7301 -2.1239 -0.01 0.01 -0.01
H 1.8126 0.5857 -3.2261 -0.02 0.02 -0.01
H 3.1033 0.9406 -1.1992 0.05 -0.07 0.01
H 2.6466 -0.7414 -1.3478 -0.02 -0.06 -0.03
H 3.7422 -1.0766 4.7908 -0.01 0.00 -0.01
O -3.0856 0.5900 -0.7293 -0.02 0.11 -0.01
C -3.4284 1.7994 -0.0654 0.02 -0.05 -0.02
C -2.2458 2.7228 0.1425 0.01 -0.07 -0.08
C -2.4553 4.0738 0.3502 -0.03 0.05 -0.07
C -1.3688 4.9017 0.5676 0.00 0.08 0.02
C -0.0944 4.3579 0.5700 0.02 0.00 0.01
C 0.0475 3.0023 0.3639 -0.10 0.02 0.09
N -1.0114 2.2024 0.1535 -0.18 0.07 0.11
H -3.1230 0.7372 -1.6812 -0.03 -0.03 0.01
H -3.8381 1.5244 0.9074 -0.01 -0.05 0.01
H -4.2086 2.3245 -0.6159 -0.02 0.07 0.06
H -3.4625 4.4691 0.3320 0.00 -0.01 0.00
H -1.5151 5.9614 0.7302 0.00 -0.01 0.00
H 0.7792 4.9695 0.7434 0.01 -0.01 -0.02
H 1.0076 2.5020 0.3841 0.00 -0.03 -0.03
C -1.3427 -4.8094 0.5002 0.00 0.00 0.03
C -0.0971 -4.2386 0.7209 0.08 0.08 0.00
C 0.0605 -2.8575 0.6602 -0.30 -0.32 -0.04
C -1.0538 -2.0698 0.3827 -0.17 -0.17 0.19
C -2.3065 -2.6262 0.1656 0.06 -0.20 0.09
C -2.4421 -4.0087 0.2256 -0.08 0.04 -0.02
H -1.4595 -5.8838 0.5519 0.01 0.01 -0.01
H 0.7592 -4.8640 0.9389 -0.02 -0.01 0.01
H 1.0378 -2.4234 0.8274 0.03 0.05 0.01
H -3.1708 -2.0062 -0.0333 0.04 0.02 -0.03
H -3.4133 -4.4573 0.0593 0.02 -0.01 0.01
```
Forces are in eV/Å.